Record 1
Here is a cluster of 9 separate species, C5H30N2O9 in total in a non-equilibrium geometry from the Open Molecules 2025 dataset. Energies are from the ωB97M-V functional and the def2-TZVPD basis.

```
! RIJCOSX wB97M-V def2-TZVPD def2/J DEFGRID3
* xyz 1 2
C -2.852 -0.106 -0.222
N -3.059 1.147 0.591
C -1.371 -0.462 -0.665
C -0.733 -1.596 0.323
C -0.957 -2.944 -0.198
N -0.580 0.691 -1.034
C 0.623 0.451 -1.794
O 1.667 -0.133 -1.046
H -3.287 -0.853 0.531
H -3.444 -0.013 -1.190
H -2.850 1.937 -0.046
H -2.381 1.107 1.371
H -1.571 -0.935 -1.790
H -0.858 -1.515 1.395
H 0.409 -1.526 0.409
H -0.197 -3.345 -0.896
H -0.928 -3.636 0.637
H -1.864 -3.230 -0.744
H -0.789 1.508 -0.372
H 0.500 -0.320 -2.633
H 0.888 1.378 -2.192
H 1.735 -0.165 -0.100
H -2.050 -2.189 3.767
H -2.713 -2.972 2.804
O -1.997 -2.351 2.808
H 3.555 0.618 -0.781
H 3.514 2.037 -0.133
O 3.832 1.051 0.041
H -0.737 0.464 -4.507
H -1.719 0.998 -3.347
O -1.448 1.033 -4.386
H 2.940 -2.992 -0.918
H 2.557 -2.652 -2.280
O 2.508 -3.387 -1.641
H -1.106 3.303 0.272
H 0.273 3.502 -0.191
O -0.554 3.930 -0.323
H -0.774 3.884 1.855
H -1.388 2.553 2.541
O -0.868 2.907 1.835
H 1.584 -3.157 2.274
H 1.883 -2.145 3.556
O 2.117 -2.486 2.694
H 1.550 1.547 1.541
H 3.062 1.344 1.659
O 2.420 2.003 2.012
*
```

As for the HOMO energy (alpha / beta): -13.9619 / -13.9130 eV. The expectation value of S² is 0.756. The value obtained for the frontier orbital gap (alpha / beta) is 10.829 / 5.723 eV. The LUMO energy (alpha / beta) comes out at -3.133 / -8.189 eV. The value obtained for the energy above the lowest of the compared OMol25 structures with the same formula, charge and spin is 161.8 kcal per mole.

Record 2
Here is a cluster of 9 separate species, C18H31F12N5O2P2 in total in a non-equilibrium geometry from the Open Molecules 2025 dataset. Energies are from the ωB97M-V functional and the def2-TZVPD basis.

```
! RIJCOSX wB97M-V def2-TZVPD def2/J DEFGRID3
* xyz -2 1
P 0.877 -0.604 -1.028
F 0.654 0.770 -0.209
F 1.749 0.231 -2.085
F 2.159 -0.996 -0.153
F 0.796 -1.926 -1.976
F 0.094 -1.327 0.261
F -0.578 -0.299 -1.804
P -0.886 4.368 1.536
F 0.190 3.131 1.449
F 0.305 5.451 1.572
F -0.919 4.414 -0.062
F -2.030 5.500 1.636
F -2.051 3.210 1.637
F -0.806 4.344 3.178
C 2.168 1.702 -4.859
C 2.693 0.362 -5.010
N 3.073 -0.716 -5.084
H 2.218 2.201 -5.828
H 2.663 2.348 -4.137
H 1.143 1.606 -4.498
C -0.392 -0.112 3.147
C -0.054 1.054 3.981
N 0.229 1.996 4.568
H -0.766 -1.028 3.590
H 0.508 -0.271 2.551
H -1.151 0.248 2.451
C 2.103 -4.546 -3.473
C 3.155 -5.424 -2.981
N 3.987 -6.111 -2.590
H 1.404 -5.140 -4.060
H 2.475 -3.729 -4.089
H 1.605 -4.079 -2.623
C -1.878 2.493 -3.097
C -2.585 2.357 -4.370
N -3.093 2.303 -5.399
H -2.303 3.178 -2.367
H -0.896 2.847 -3.410
H -1.873 1.545 -2.566
C -2.895 0.435 0.245
C -3.660 1.449 -0.456
N -4.271 2.228 -1.039
H -3.269 0.153 1.228
H -1.827 0.634 0.266
H -2.997 -0.493 -0.326
C -3.398 -3.484 0.405
C -4.640 -2.658 0.767
C -4.406 -2.408 2.253
O -3.015 -2.245 2.410
C -2.341 -3.060 1.433
H -2.991 -3.257 -0.580
H -3.662 -4.538 0.504
H -5.523 -3.184 0.403
H -4.662 -1.700 0.249
H -4.801 -3.193 2.918
H -5.024 -1.577 2.610
H -1.798 -3.888 1.889
H -1.634 -2.404 0.927
C 4.953 0.598 2.904
C 3.524 1.021 3.231
C 3.013 1.643 1.884
O 4.173 1.564 1.045
C 4.865 0.393 1.418
H 5.216 -0.301 3.476
H 5.721 1.345 3.125
H 3.429 1.808 3.979
H 2.871 0.197 3.518
H 2.854 2.718 1.934
H 2.170 1.126 1.429
H 5.781 0.245 0.851
H 4.257 -0.521 1.304
*
```

As for the HOMO energy: -4.8005 eV. The value obtained for the frontier orbital gap is 8.965 eV. The LUMO energy comes out at 4.164 eV.

Record 3
Here is an isolated molecule of C2H5N3 in a non-equilibrium geometry from the Open Molecules 2025 dataset. Energies are from the ωB97M-V functional and the def2-TZVPD basis.

```
! RIJCOSX wB97M-V def2-TZVPD def2/J DEFGRID3
* xyz 0 1
H 0.047 2.432 0.853
N -0.940 2.044 0.985
C -0.967 0.809 0.641
N 0.174 0.045 0.168
C 0.169 -1.221 -0.523
N 1.051 -1.729 -1.289
H 1.947 -1.249 -1.325
H -1.834 0.135 0.592
H 1.074 0.614 0.170
H -0.722 -1.880 -0.273
*
```

As for the HOMO energy: -9.5759 eV. The value obtained for the frontier orbital gap is 10.574 eV. The LUMO energy comes out at 0.998 eV. The value obtained for the energy above the lowest of the compared OMol25 structures with the same formula, charge and spin is 14.7 kcal per mole.

Record 4
Here is a structure of composition C29H81N8NaO11 in a non-equilibrium geometry from the Open Molecules 2025 dataset. Energies are from the ωB97M-V functional and the def2-TZVPD basis.

```
! RIJCOSX wB97M-V def2-TZVPD def2/J DEFGRID3
* xyz 0 1
Na 18.158 18.488 30.543
N 21.863 17.418 27.884
O 20.763 17.673 27.364
O 22.890 17.698 27.258
O 21.895 17.033 29.045
C 13.440 20.358 27.167
C 14.548 21.406 26.908
C 14.413 22.822 27.461
O 15.581 23.575 27.097
C 15.356 24.993 27.348
N 15.728 20.826 27.470
H 12.518 20.767 26.752
H 13.289 20.086 28.211
H 13.645 19.410 26.670
H 14.828 21.519 25.861
H 14.200 22.847 28.530
H 13.553 23.225 26.925
H 14.437 25.461 26.995
H 16.154 25.549 26.857
H 15.487 25.177 28.414
H 16.382 21.588 27.362
H 16.003 20.214 26.715
C 21.588 11.330 31.252
C 20.688 10.631 32.252
C 20.519 11.351 33.636
O 19.609 10.398 34.289
C 19.139 10.977 35.508
N 19.460 10.508 31.519
H 22.093 10.637 30.579
H 22.283 11.949 31.819
H 21.058 12.085 30.672
H 20.994 9.602 32.438
H 19.975 12.293 33.573
H 21.338 11.626 34.300
H 18.497 10.192 35.907
H 18.509 11.865 35.552
H 19.995 11.021 36.181
H 19.215 11.335 30.992
H 18.753 10.683 32.219
C 20.893 23.612 29.416
C 20.672 23.556 30.851
C 20.892 24.933 31.574
O 20.702 24.752 33.004
C 20.998 25.798 33.911
N 19.298 23.093 31.117
H 21.888 24.047 29.321
H 20.127 24.225 28.940
H 20.962 22.650 28.910
H 21.225 22.715 31.269
H 20.327 25.807 31.248
H 21.943 25.177 31.421
H 21.004 25.435 34.939
H 20.298 26.631 33.840
H 22.003 26.210 33.822
H 18.574 23.689 30.742
H 19.138 23.157 32.112
C 12.787 10.506 22.852
C 13.744 10.829 24.053
C 14.975 11.672 23.659
O 15.667 12.331 24.668
C 16.736 13.198 24.415
N 13.033 11.335 25.156
H 11.770 10.374 23.222
H 13.118 9.575 22.393
H 12.725 11.374 22.196
H 14.122 9.869 24.404
H 14.552 12.441 23.012
H 15.612 10.931 23.177
H 16.362 14.220 24.342
H 17.126 12.989 23.419
H 17.520 13.016 25.151
H 13.629 11.606 25.926
H 12.551 12.153 24.812
C 29.038 16.628 29.982
C 30.033 16.195 28.854
C 29.465 16.503 27.419
O 30.234 15.670 26.580
C 30.077 15.802 25.199
N 31.335 16.797 29.177
H 28.912 17.711 29.980
H 29.467 16.314 30.933
H 28.046 16.208 29.819
H 30.130 15.116 28.979
H 29.602 17.560 27.190
H 28.410 16.231 27.416
H 30.345 14.843 24.755
H 30.619 16.619 24.723
H 29.004 15.869 25.019
H 32.126 16.212 28.948
H 31.438 17.119 30.129
C 23.153 16.744 20.063
C 22.524 18.009 20.709
C 21.089 17.739 21.113
O 20.279 17.424 19.970
C 18.948 17.205 20.309
N 23.296 18.285 21.918
H 24.243 16.760 20.065
H 22.843 16.614 19.027
H 22.795 15.884 20.629
H 22.506 18.876 20.049
H 20.718 18.589 21.686
H 21.058 17.034 21.943
H 18.875 16.152 20.580
H 18.241 17.238 19.480
H 18.552 17.667 21.213
H 23.180 17.687 22.724
H 23.026 19.194 22.267
C 22.164 18.934 35.376
C 21.819 19.704 36.634
C 23.016 20.140 37.429
O 23.836 18.980 37.764
C 24.802 19.080 38.783
N 20.876 20.756 36.329
H 22.750 19.487 34.642
H 21.284 18.604 34.823
H 22.866 18.134 35.613
H 21.235 19.063 37.295
H 22.651 20.605 38.344
H 23.463 21.010 36.948
H 25.330 20.033 38.838
H 25.536 18.277 38.723
H 24.424 18.919 39.792
H 20.804 21.309 37.172
H 21.136 21.313 35.527
C 26.018 22.583 26.430
O 25.722 21.597 27.322
H 26.960 22.208 26.029
H 25.244 22.622 25.664
H 26.253 23.531 26.914
H 25.025 21.049 26.954
*
```

As for the HOMO energy: -7.1064 eV. The value obtained for the frontier orbital gap is 4.742 eV. The LUMO energy comes out at -2.365 eV. The value obtained for the energy above the lowest of the compared OMol25 structures with the same formula, charge and spin is 33.7 kcal per mole.

Record 5
Here is a cluster of 2 separate species, C5H9NO6 in total in a non-equilibrium geometry from the Open Molecules 2025 dataset. Energies are from the ωB97M-V functional and the def2-TZVPD basis.

```
! RIJCOSX wB97M-V def2-TZVPD def2/J DEFGRID3
* xyz 0 1
C -1.313 1.304 -1.050
C -0.071 0.614 -0.440
C -0.716 0.305 1.154
O -0.156 0.008 2.166
C 1.230 1.628 -0.274
C 2.184 0.958 0.763
O 3.514 1.278 0.479
O 1.940 1.587 -1.500
O 0.397 -0.389 -1.036
O -2.798 -2.717 1.630
N -2.095 -2.912 0.627
O -1.982 -3.975 -0.013
H -1.498 2.271 -0.532
H -1.281 1.489 -2.109
H -2.251 0.770 -0.852
H -1.843 0.230 1.264
H 0.978 2.694 -0.157
H 1.802 1.250 1.762
H 2.037 -0.136 0.624
H 4.026 0.698 1.059
H 1.993 0.638 -1.749
*
```

As for the HOMO energy (alpha / beta): -9.5225 / -9.7117 eV. The value obtained for the frontier orbital gap (alpha / beta) is 6.798 / 6.758 eV. The LUMO energy (alpha / beta) comes out at -2.725 / -2.953 eV. The value obtained for the energy above the lowest of the compared OMol25 structures with the same formula, charge and spin is 167.8 kcal per mole.

Record 6
Here is the ion C9H19N2S with charge +1 in a non-equilibrium geometry from the Open Molecules 2025 dataset. Energies are from the ωB97M-V functional and the def2-TZVPD basis.

```
! RIJCOSX wB97M-V def2-TZVPD def2/J DEFGRID3
* xyz 1 1
C -0.082 -2.213 1.740
C 0.343 -1.889 0.364
C -0.738 -2.403 -0.566
C 1.803 -2.291 0.196
N 0.329 -0.306 0.140
C -0.252 0.518 1.172
C -0.269 2.053 0.651
N -0.010 1.985 -0.711
C 0.939 3.080 -1.169
C -1.229 1.987 -1.598
C 0.515 0.324 -1.013
S 1.168 -0.010 -2.368
H -0.127 -3.256 1.665
H 0.570 -2.033 2.558
H -1.196 -1.931 1.954
H -1.090 -3.478 -0.477
H -0.410 -2.342 -1.638
H -1.656 -1.801 -0.388
H 2.099 -2.239 -0.845
H 2.461 -1.774 0.877
H 2.008 -3.457 0.527
H 0.282 0.501 2.088
H -1.305 0.254 1.334
H -1.183 2.610 0.920
H 0.634 2.602 1.249
H 1.465 3.423 -0.312
H 0.281 3.775 -1.645
H 1.550 2.591 -1.886
H -0.850 1.748 -2.531
H -2.107 1.398 -1.295
H -1.472 3.050 -1.647
*
```

As for the HOMO energy: -12.9470 eV. The value obtained for the frontier orbital gap is 10.029 eV. The LUMO energy comes out at -2.918 eV. The value obtained for the energy above the lowest of the compared OMol25 structures with the same formula, charge and spin is 37.0 kcal per mole.

Record 7
Here is a cluster of 2 separate species, C14H32NO2P in total from the Open Molecules 2025 dataset. Energies are from the ωB97M-V functional and the def2-TZVPD basis.

```
! RIJCOSX wB97M-V def2-TZVPD def2/J DEFGRID3
* xyz -1 2
C 5.332 -1.594 -3.299
C 4.382 -0.664 -3.447
C 3.444 -0.175 -2.407
P 2.285 -1.494 -1.483
C 1.520 -2.022 -3.179
O 0.708 -1.020 -3.800
C -0.594 -0.980 -3.274
H 5.528 -2.063 -2.342
H 5.934 -1.913 -4.144
H 4.268 -0.241 -4.447
H 3.986 0.323 -1.597
H 2.746 0.546 -2.838
H 1.277 -0.432 -1.357
H 1.406 -2.461 -0.757
H 3.311 -2.547 -1.654
H 2.862 -1.108 -0.164
H 0.917 -2.926 -2.988
H 2.300 -2.272 -3.902
H -0.610 -1.210 -2.207
H -1.246 -1.696 -3.802
H -0.997 0.026 -3.403
C -3.494 0.147 2.822
C -2.165 -0.317 2.205
C -1.001 -0.222 3.203
C -0.564 1.210 3.499
C -0.234 1.958 2.211
C -1.387 1.945 1.198
N -1.789 0.507 1.003
O -1.039 -0.108 0.175
C -2.550 2.818 1.666
C -0.906 2.465 -0.154
C -2.318 -1.760 1.735
H -4.049 -0.726 3.167
H -3.355 0.808 3.678
H -4.112 0.662 2.089
H -0.156 -0.771 2.780
H -1.299 -0.736 4.123
H -1.333 1.742 4.069
H 0.323 1.184 4.135
H 0.025 3.000 2.422
H 0.634 1.494 1.736
H -3.410 2.698 1.004
H -2.229 3.859 1.619
H -2.868 2.616 2.685
H -0.040 1.912 -0.507
H -0.651 3.522 -0.048
H -1.695 2.367 -0.902
H -3.096 -1.833 0.973
H -2.609 -2.370 2.594
H -1.394 -2.142 1.312
*
```

As for the HOMO energy (alpha / beta): -2.8284 / -2.8279 eV. The expectation value of S² is 0.754. The value obtained for the frontier orbital gap (alpha / beta) is 5.386 / 5.380 eV. The LUMO energy (alpha / beta) comes out at 2.558 / 2.552 eV.

Record 8
Here is a structure of composition C19H27ClF3FeN3O10S in a non-equilibrium geometry from the Open Molecules 2025 dataset. Energies are from the ωB97M-V functional and the def2-TZVPD basis.

```
! RIJCOSX wB97M-V def2-TZVPD def2/J DEFGRID3
* xyz 0 5
Fe 2.361 0.598 -2.821
Cl -0.465 -0.714 -5.004
O -1.432 0.307 -4.776
O -0.287 -1.065 -6.377
O 0.842 -0.235 -4.512
O -0.831 -1.886 -4.252
C -0.846 2.217 -0.151
F -0.067 2.360 0.939
F -2.086 2.231 0.318
F -0.659 3.204 -1.028
S -0.476 0.577 -0.958
O 0.684 0.909 -1.832
O -0.045 -0.309 0.100
O -1.669 0.190 -1.635
N -3.170 -2.896 -0.553
C -1.901 -2.911 -0.155
C -1.463 -3.274 1.123
C -2.441 -3.618 2.043
C -3.767 -3.655 1.646
C -4.070 -3.253 0.354
H -1.110 -2.463 -0.746
H -0.440 -3.030 1.373
H -2.258 -3.777 3.100
H -4.496 -3.913 2.402
H -5.113 -3.250 0.053
N 2.393 -1.430 3.466
C 1.654 -0.361 3.166
C 1.942 0.889 3.708
C 2.953 1.004 4.653
C 3.575 -0.155 5.091
C 3.288 -1.345 4.439
H 0.889 -0.480 2.407
H 1.360 1.779 3.505
H 3.154 1.900 5.228
H 4.204 -0.187 5.972
H 3.763 -2.254 4.793
N 3.178 1.333 -1.007
C 3.794 0.529 -0.123
C 4.215 0.940 1.120
C 3.934 2.227 1.539
C 3.365 3.091 0.617
C 3.061 2.619 -0.642
H 3.760 -0.519 -0.378
H 4.584 0.193 1.810
H 4.149 2.524 2.555
H 3.285 4.146 0.838
H 2.688 3.325 -1.373
C -3.612 3.438 -3.705
O -3.422 2.471 -2.688
H -2.843 3.404 -4.484
H -4.643 3.366 -4.035
H -3.443 4.451 -3.307
H -2.668 2.735 -2.159
C 2.255 -2.427 -2.961
O 2.180 -1.421 -1.918
H 2.551 -1.977 -3.907
H 2.994 -3.189 -2.709
H 1.273 -2.873 -3.110
H 2.282 -1.866 -1.073
C -4.683 0.497 1.214
O -4.151 0.023 -0.019
H -4.762 -0.377 1.871
H -4.156 1.379 1.580
H -5.740 0.764 1.114
H -3.399 -0.510 0.257
*
```

As for the HOMO energy (alpha / beta): -8.9100 / -8.9100 eV. The expectation value of S² is 6.007. The value obtained for the frontier orbital gap (alpha / beta) is 7.018 / 6.522 eV. The LUMO energy (alpha / beta) comes out at -1.892 / -2.388 eV.

Record 9
Here is an isolated molecule of C23H27NO3 from the Open Molecules 2025 dataset. Energies are from the ωB97M-V functional and the def2-TZVPD basis.

```
! RIJCOSX wB97M-V def2-TZVPD def2/J DEFGRID3
* xyz 0 1
C 2.269 4.823 0.813
C 1.613 4.933 -0.556
O 1.415 3.645 -1.145
C 0.326 2.966 -0.773
O -0.492 3.378 0.005
C 0.257 1.617 -1.460
C 0.210 1.772 -2.983
C 0.218 0.390 -3.629
C 1.439 -0.397 -3.161
N 1.435 -0.514 -1.714
C 1.274 -1.745 -1.167
O 1.208 -2.737 -1.873
C 1.181 -1.897 0.341
C -0.218 -2.445 0.672
C -0.409 -2.853 2.114
C 0.500 -2.576 3.124
C 0.244 -2.965 4.429
C -0.924 -3.633 4.744
C -1.841 -3.912 3.744
C -1.583 -3.525 2.443
C -1.259 -1.417 0.287
C -1.942 -1.524 -0.918
C -2.880 -0.572 -1.280
C -3.145 0.498 -0.442
C -2.465 0.614 0.759
C -1.527 -0.337 1.119
C 1.481 0.770 -1.065
H 1.609 4.295 1.497
H 3.210 4.283 0.739
H 2.460 5.817 1.206
H 0.644 5.435 -0.472
H 2.253 5.470 -1.258
H -0.651 1.118 -1.114
H -0.688 2.321 -3.270
H 1.081 2.342 -3.314
H 0.236 0.481 -4.716
H -0.685 -0.152 -3.343
H 1.435 -1.407 -3.573
H 2.357 0.115 -3.471
H 1.365 -0.975 0.885
H 1.928 -2.640 0.629
H -0.364 -3.333 0.046
H 1.421 -2.055 2.909
H 0.965 -2.743 5.203
H -1.121 -3.935 5.762
H -2.757 -4.433 3.979
H -2.301 -3.742 1.664
H -1.734 -2.357 -1.574
H -3.408 -0.668 -2.219
H -3.876 1.241 -0.724
H -2.659 1.453 1.410
H -1.004 -0.247 2.061
H 1.513 0.669 0.018
H 2.389 1.294 -1.390
*
```

As for the HOMO energy: -8.8824 eV. The value obtained for the frontier orbital gap is 9.602 eV. The LUMO energy comes out at 0.720 eV. The value obtained for the energy above the lowest of the compared OMol25 structures with the same formula, charge and spin is 11.5 kcal per mole.